Density functional theory data (the ωB97M-V functional and the def2-TZVPD basis) for C53H81F4N3O6V as an isolated structure.

Its expectation value of S² is 0.7637. The calculation puts the frontier orbital gap (alpha / beta) at 8.2 / 8.2 eV. Its spin multiplicity is 2. For the LUMO energy (alpha / beta), the calculation gives 0.018 / 0.018 Ha. The calculation puts the total energy at -109582.172 eV.

Each line ends with the Mulliken spin population.
Cartesian coordinates (Å):
H: -1.144 -3.099 0.211  -0.002
H: -3.093 -0.926 2.438  -0.001
H: -0.076 1.037 3.571  -0.001
H: 1.876 -2.998 -4.278  0.000
H: 0.636 -2.802 0.743  -0.001
H: -4.181 5.219 -0.743  0.000
C: 5.679 4.285 -5.921  0.000
H: 2.827 -5.721 -0.847  0.000
C: 5.907 3.231 -6.782  0.000
C: 3.723 0.983 0.996  0.009
F: -5.596 0.709 0.666  0.000
C: 2.616 -4.084 -2.296  0.000
C: 0.650 -5.930 2.846  0.000
C: 0.943 -5.852 -1.863  0.000
H: 0.711 -6.905 -1.606  0.000
H: 4.053 3.591 3.289  0.000
H: -0.018 0.049 2.134  -0.010
H: -1.322 7.137 2.277  0.000
H: -0.441 -7.543 2.153  0.000
C: -3.414 6.531 0.677  0.000
H: 1.371 -1.558 -2.299  0.002
H: 0.532 -5.161 0.105  0.000
C: -2.968 2.855 -0.341  -0.005
H: -5.453 5.873 0.075  0.000
H: -3.694 0.025 -0.879  -0.003
H: 3.508 -0.055 -0.858  -0.003
C: -4.428 -2.572 1.948  0.000
H: 2.515 2.166 -2.837  -0.001
H: -0.494 -3.683 -3.305  0.000
H: -0.502 3.592 0.381  0.012
H: 2.043 -1.111 3.113  0.000
C: -4.586 -0.605 -0.981  0.002
C: -0.531 -6.562 2.570  0.000
H: -3.511 7.457 0.004  0.000
C: 3.866 2.544 3.042  0.000
C: 2.315 -0.220 3.575  -0.001
H: 5.207 2.515 1.159  0.001
C: -4.451 4.333 1.085  0.000
C: -3.119 2.548 2.176  0.004
H: 1.281 1.815 -4.044  0.003
O: -0.705 4.028 1.239  0.000
C: 1.444 1.920 -2.971  0.013
C: -1.586 5.859 -0.978  0.001
H: 3.025 -6.210 -2.430  0.000
H: -2.664 -4.055 3.520  0.000
H: -5.667 -4.322 1.878  0.000
C: -3.078 3.596 0.958  -0.001
H: 0.544 -5.736 -2.898  0.000
C: -4.541 -1.718 -1.764  0.001
H: -7.619 -1.028 0.417  0.000
C: -2.030 5.928 0.563  -0.001
H: -4.648 4.589 2.158  0.000
C: 6.372 2.863 -4.059  0.000
H: -3.137 3.123 3.073  0.000
H: -7.467 -3.067 -0.910  0.000
H: -0.491 -2.116 -2.776  0.001
H: -1.089 7.810 0.697  0.000
H: -4.210 -2.456 0.927  0.000
C: 0.294 -3.463 -1.198  -0.004
C: -1.717 -5.902 2.882  0.000
H: 4.302 -2.692 -2.134  0.000
O: -0.964 0.511 -0.579  -0.150
H: -3.552 6.844 1.667  0.000
H: 3.604 2.983 0.918  -0.001
O: 1.088 0.776 -2.229  -0.001
C: 6.498 1.786 -4.922  0.000
H: 4.701 -4.312 -2.690  0.000
V: 0.546 1.054 -0.527  1.093
H: -1.988 2.363 -0.146  0.015
C: 2.388 2.275 3.235  -0.001
C: -4.889 -2.721 4.693  0.000
H: 2.475 -0.868 0.350  0.014
H: 4.460 1.778 3.610  0.000
C: 0.182 -4.956 -0.883  0.000
H: -2.642 -6.414 2.660  0.000
H: 4.946 1.081 -0.789  0.001
H: 0.023 1.846 1.978  -0.001
C: -0.195 -2.655 -0.016  0.023
H: 5.754 4.964 -3.915  0.000
O: 0.493 2.936 -1.009  0.006
O: 2.005 -1.927 -1.699  0.007
C: 0.492 3.029 -2.473  0.018
H: -3.657 -1.849 -2.331  0.000
C: -5.188 -3.562 2.482  0.000
C: 4.549 -0.098 1.603  0.000
O: 1.770 -0.364 0.688  -0.019
C: -6.565 -2.380 -0.882  0.000
F: 6.710 2.614 -2.766  0.000
H: 1.863 3.057 2.668  -0.003
H: 2.149 2.330 4.305  0.001
C: -5.620 -0.350 -0.101  0.000
N: 1.766 -3.274 -1.349  0.000
H: -3.738 2.080 -0.245  -0.001
H: -0.563 2.818 -2.873  -0.002
C: 0.320 0.983 2.568  0.022
C: 6.233 1.988 -6.265  0.000
C: 4.104 -3.701 -2.036  0.000
H: 1.675 -4.763 -4.113  0.000
H: 5.428 -0.293 0.996  0.000
H: 3.254 -4.168 -4.425  0.000
C: -0.630 -3.064 -2.438  0.000
C: 3.843 0.954 -0.569  0.016
H: 0.811 4.109 -2.517  0.003
H: -2.199 5.226 -1.602  0.000
C: -1.015 6.889 1.215  0.000
C: -0.536 -3.931 3.602  0.000
H: -3.049 3.343 -1.324  0.001
F: -3.497 -0.836 5.009  0.000
H: -3.978 1.874 2.215  0.000
H: 6.733 0.787 -4.581  0.000
C: -6.660 -1.195 -0.144  0.000
H: 4.850 0.215 2.574  0.000
H: -0.482 -2.820 3.826  0.000
H: 4.096 -1.048 1.644  -0.001
H: -5.290 3.630 0.839  0.000
H: 5.289 5.227 -6.226  0.000
C: -5.411 -3.683 3.857  0.000
N: 2.297 0.871 1.260  -0.049
C: -1.746 -4.561 3.306  0.000
H: -0.834 -5.221 -0.857  0.000
H: -2.192 1.856 2.010  0.001
C: -5.533 -2.652 -1.726  0.000
H: -5.566 -3.509 -2.324  0.000
F: 1.821 -4.088 3.573  0.000
C: 0.620 -4.705 3.380  0.000
H: -4.954 -2.820 5.801  0.000
C: -3.803 -1.665 2.860  0.001
H: 0.013 6.470 1.205  0.000
N: -1.979 4.623 1.257  0.000
H: 1.752 -0.218 4.486  -0.001
C: -4.462 5.577 0.210  0.000
H: 1.644 -6.409 2.637  0.000
H: 6.240 1.092 -6.910  0.000
H: 3.359 -0.145 3.847  0.001
H: 3.146 1.851 -0.841  -0.002
H: 5.876 3.321 -7.858  0.000
H: -0.308 -1.629 -0.377  -0.004
C: -4.056 -1.755 4.168  0.000
H: -5.894 -4.659 4.245  0.000
C: 2.305 -3.917 -3.853  0.000
H: -1.627 -3.109 -1.940  0.000
C: 2.396 -5.531 -1.817  0.000
C: 4.175 2.316 1.549  -0.003
H: 4.337 -3.948 -1.005  0.000
H: -1.617 6.877 -1.378  0.000
C: 1.902 0.918 2.639  0.002
H: -0.569 5.487 -1.084  -0.001
C: 5.903 4.104 -4.553  0.000

---

Density functional theory data (the ωB97M-V functional and the def2-TZVPD basis) for a 14-piece molecular cluster, C53H92O25 overall.

The calculation puts the frontier orbital gap at 9.5 eV. For the LUMO energy, the calculation gives 0.004 Ha. The calculation puts the total energy at -107641.278 eV.

Each line ends with the Mulliken charge.
Cartesian coordinates (Å):
H: -4.095 2.895 -2.080  -0.155
O: 0.468 1.363 -6.227  -0.423
H: -5.455 3.905 -2.573  0.444
H: -2.162 0.958 -1.419  0.102
O: 2.122 2.361 -2.007  -0.143
C: -3.332 4.568 -3.135  0.426
H: 0.672 -1.208 -5.135  0.234
H: -1.826 0.070 0.995  -1.109
H: 1.276 -3.041 -4.099  -0.300
C: -2.259 -1.957 5.664  -0.120
C: -0.227 7.594 1.988  -0.543
H: -1.327 0.263 -6.670  0.289
H: 4.984 2.194 -2.396  0.087
O: -2.455 5.240 -2.361  -0.393
H: -2.081 4.552 -0.390  -0.767
H: 5.371 1.963 -4.077  0.401
H: -3.991 0.950 2.627  0.160
H: 1.240 -0.330 -3.682  -1.149
C: -2.769 5.164 -0.972  0.923
H: -0.479 -3.153 -4.409  -0.137
C: 0.173 -0.721 -0.703  0.451
C: -4.819 -2.247 -1.761  -0.277
H: -0.916 1.498 1.384  -0.424
H: 2.463 -0.395 3.499  0.341
O: -1.022 6.500 1.553  -0.263
H: 1.854 4.283 0.555  0.367
H: 1.226 5.344 2.597  0.065
C: -0.762 0.270 -4.582  0.419
O: -3.191 4.430 -4.338  -0.627
C: -3.376 -1.663 6.580  -0.732
H: 4.725 -0.491 -2.237  -1.029
C: 5.774 -2.546 -5.542  -1.386
O: -1.378 4.301 1.996  -0.088
H: -4.765 -1.161 -1.694  0.154
H: -6.037 -1.804 -3.460  0.255
H: -0.712 8.571 1.986  0.378
O: 5.362 -0.719 -4.120  -0.453
H: 3.628 0.140 -3.443  -1.006
O: -5.577 -3.885 -3.263  -0.430
H: -2.360 -2.970 5.273  -0.098
O: -3.291 -4.446 2.687  -0.292
C: -4.177 4.615 -0.909  -0.361
H: 2.268 5.520 -1.821  0.472
O: 2.574 1.039 -5.459  -0.569
H: -0.380 2.093 4.988  -0.351
H: 2.865 -5.732 -0.531  0.376
H: -3.611 3.500 5.584  0.406
H: -2.492 -6.118 4.865  0.319
H: 3.852 4.679 -1.450  0.280
H: -3.070 -7.056 3.435  0.339
H: -1.234 -1.755 5.972  0.202
H: 7.217 -1.184 -0.669  0.137
H: 3.722 0.079 0.485  -0.806
H: 6.450 1.372 -2.782  0.417
H: 0.298 5.177 4.122  0.198
H: -5.005 -5.307 3.373  0.332
C: -3.933 2.023 2.443  0.235
H: -0.553 -3.523 -1.984  -1.023
H: 4.424 -5.385 0.200  0.449
C: 2.095 3.431 -1.442  0.156
C: -0.281 -5.519 -2.578  -0.376
O: 0.025 0.285 0.135  -0.302
C: 0.643 -0.264 -4.591  1.467
O: 0.677 0.736 5.953  -0.403
H: 5.207 -3.199 -6.206  0.335
H: 6.550 -3.098 -5.012  0.280
C: 1.489 -0.033 3.827  0.310
C: 4.007 -4.240 -1.555  0.677
C: 5.414 1.482 -3.100  -1.552
H: 1.162 2.686 0.350  -0.882
H: 0.810 -0.539 3.141  -0.232
H: -3.180 -1.984 -3.084  -0.435
O: -0.763 -1.301 -1.238  -0.211
H: 7.581 -2.530 -1.776  0.301
C: 4.865 1.880 0.735  0.390
C: -3.348 -6.380 4.243  -1.375
C: 4.675 0.112 -3.143  3.121
H: 6.780 2.117 -0.257  0.464
C: 6.200 1.272 0.115  -0.229
H: -2.931 -1.722 0.991  -0.215
C: -5.986 -2.574 -2.691  -0.538
C: 2.906 4.653 -1.992  -1.478
O: 4.718 3.114 0.911  -0.679
H: 3.039 4.431 -3.050  0.284
H: 5.988 0.531 -0.656  -0.779
H: 7.737 -2.768 -0.055  0.362
C: 1.370 0.784 -5.430  0.231
H: -2.965 2.348 2.061  -0.583
H: -2.791 -3.285 0.282  0.417
H: 1.281 7.574 3.518  0.341
H: -1.686 -2.835 1.623  0.596
H: -6.978 -2.566 -2.240  0.400
H: -4.083 -4.300 4.524  -0.213
H: 6.832 0.844 0.893  0.520
H: -4.961 -2.675 -0.768  0.111
O: -3.672 -5.010 -3.536  -0.564
H: -2.722 2.100 -0.169  -0.155
O: 0.672 -5.205 -5.856  -0.643
H: 2.123 -1.533 -0.203  0.787
H: -1.243 2.439 -0.925  -0.097
H: -2.310 2.961 4.453  -0.393
H: -4.870 5.452 -0.818  0.475
H: 0.639 7.689 1.332  0.293
O: 0.073 -5.996 -3.836  -0.405
C: 0.287 7.189 3.288  -0.685
H: -4.011 -6.879 4.950  0.396
H: -1.493 -0.531 -4.475  -0.332
H: 1.644 -1.682 -1.910  -1.402
H: -1.590 1.789 -5.849  0.335
H: -2.662 6.145 -0.509  0.355
O: 1.388 -1.454 5.836  -0.663
H: 6.333 -1.775 -6.073  0.382
C: 0.390 -5.005 -4.697  0.159
H: -0.417 7.449 4.078  0.295
C: 0.347 5.672 3.152  0.152
C: 4.856 -1.901 -4.545  0.803
O: 3.774 -2.364 -4.209  -0.442
C: -4.564 -1.544 5.673  -0.372
H: 3.099 -4.229 0.459  0.234
C: -2.701 -2.759 1.233  -0.480
H: 0.325 4.059 -0.298  0.267
C: -1.852 1.599 -0.593  0.479
O: -2.144 -0.368 3.692  0.059
H: 3.262 -3.494 -1.832  -0.479
C: -2.722 -0.988 4.581  0.039
O: 5.358 -3.679 -1.557  -0.352
H: 0.127 -6.110 -1.759  0.385
O: 4.896 -1.941 -0.089  -0.463
H: 2.881 1.385 1.285  -0.797
H: -3.169 -0.826 7.247  0.304
C: 1.639 -1.028 -1.038  1.168
C: 7.142 -2.262 -0.815  -1.018
C: -4.279 2.804 3.720  0.448
H: -1.361 -5.642 -2.505  0.175
O: -5.363 3.231 3.979  -0.621
C: 0.185 -4.083 -2.559  2.029
C: 1.460 1.528 3.876  0.311
C: 3.828 0.847 1.251  1.252
H: -4.653 2.179 1.639  0.491
H: -3.193 1.782 5.298  -0.142
C: -4.222 -3.983 -3.184  0.454
H: -3.528 -2.525 7.229  0.396
C: -3.708 -3.316 2.201  0.350
C: 0.385 -3.659 -3.978  0.946
H: -2.737 -3.064 -1.843  -0.944
O: -4.050 -0.744 4.677  -0.243
C: 1.209 -0.334 5.311  0.247
H: -4.874 -2.501 5.253  0.210
C: 1.321 3.642 -0.148  0.443
C: -4.015 -5.082 3.768  0.268
C: 3.544 -4.926 -0.250  -1.392
C: 5.677 -2.638 -0.779  0.780
H: 1.093 1.947 2.939  -0.522
H: 2.502 1.837 3.960  0.478
C: -4.421 3.925 -2.227  -0.090
H: 3.960 -4.990 -2.345  0.443
C: -1.203 0.849 0.557  1.603
O: -4.740 -2.700 2.446  -0.637
H: -5.364 -1.062 6.235  0.364
C: -3.310 2.763 4.839  -0.010
H: 4.189 0.595 2.248  0.729
C: 0.682 1.919 5.158  0.266
H: 1.104 2.695 5.797  0.282
C: -3.584 -2.791 -2.473  1.789
C: -0.792 5.393 2.222  -0.102
H: 1.088 -3.983 -1.957  -0.758
H: 2.256 -0.137 -1.157  -0.713
H: -0.953 0.889 -3.705  -0.017
H: -4.324 3.868 -0.129  -0.155
C: -0.901 0.950 -5.939  -0.521

---

Number 1: largest force on an atom 0.0749 Eh/bohr. Number 2: largest force on an atom 0.0780 Eh/bohr.